178
Properties=species:S:1:pos:R:3:forces:R:3 method="wB97M-V/def2-TZVPD" total_charge=+1 total_energy_ha=-3803.8368 homo_energy_ev=-6.8224
C 3.55460 -17.30101 1.99277 -0.41 0.84 1.00
C 3.04697 -18.39276 2.97380 0.23 0.44 -1.42
C 1.84481 -18.07354 3.87228 1.72 0.67 0.32
C 0.57232 -17.69443 3.15624 -1.62 0.76 0.03
P -0.62988 -18.95047 2.64611 0.78 -0.04 -1.90
C -2.16447 -18.14243 2.15131 -0.33 0.42 0.83
C -3.45086 -18.93944 1.92038 -0.44 -1.49 0.26
C -4.66791 -18.08782 2.20679 -0.36 1.86 -1.06
C -4.99765 -17.58066 3.58782 -0.34 -0.33 1.03
C -0.92280 -20.07595 4.01087 0.15 -0.86 -0.02
C -1.82345 -19.56404 5.16370 0.44 0.26 -0.20
C -1.17329 -19.68867 6.53023 -0.19 0.66 -0.07
C -1.93309 -18.93308 7.63391 0.97 -1.20 1.04
C 0.18720 -19.87382 1.28520 -0.81 0.19 0.83
C 0.58746 -19.19427 -0.05803 0.84 0.22 0.79
C 0.60587 -20.21867 -1.18830 0.51 -1.04 0.22
C 0.93045 -19.74266 -2.59812 -0.66 1.44 -0.04
H 2.91150 -17.01630 1.15904 -0.02 -0.24 -0.08
H 4.57717 -17.47269 1.65894 -0.20 -0.55 -0.31
H 3.69984 -16.39749 2.59694 -0.25 0.17 -0.10
H 3.97067 -18.53276 3.53400 -0.47 -0.82 0.60
H 2.75810 -19.27935 2.40520 0.66 -0.32 0.09
H 2.12015 -17.18478 4.44899 -0.02 -0.01 0.11
H 1.82219 -18.87922 4.60995 -0.61 -0.08 -0.08
H 0.73853 -17.03859 2.29419 0.34 -0.39 -0.27
H -0.03928 -17.00315 3.75342 0.11 -0.20 0.43
H -2.11899 -17.39033 1.36221 0.73 -0.19 -0.16
H -2.26946 -17.52732 3.05674 -0.48 0.06 -0.02
H -3.53775 -19.89523 2.45392 0.43 0.26 0.61
H -3.52957 -19.33541 0.90497 0.29 0.56 -0.27
H -5.57603 -18.39825 1.68626 0.14 -0.64 0.20
H -4.47541 -17.13069 1.69551 0.12 -0.15 -0.34
H -5.44869 -18.28939 4.28908 0.30 -0.36 -0.18
H -5.76661 -16.81120 3.50669 0.20 0.17 -0.10
H -4.13124 -17.13950 4.08647 -0.05 0.06 0.00
H 0.09967 -20.36403 4.29198 0.04 0.49 0.57
H -1.23453 -21.06064 3.64919 -0.52 0.26 -0.35
H -2.79025 -20.06687 5.14800 0.01 -0.02 -0.12
H -2.02937 -18.49671 5.04199 -0.10 0.00 -0.17
H -0.16337 -19.27368 6.45570 0.05 -0.02 0.07
H -1.05283 -20.73150 6.82797 -0.10 -0.05 -0.09
H -1.36989 -19.24550 8.52211 -0.23 0.27 0.30
H -2.93508 -19.31628 7.82402 -0.15 0.20 -0.36
H -1.89416 -17.84650 7.66514 -0.13 0.02 -0.63
H -0.44995 -20.75685 1.18332 0.16 -0.13 -0.37
H 1.07919 -20.16376 1.84906 0.14 -0.50 -0.41
H 1.58676 -18.81811 0.17938 0.17 0.02 -0.48
H 0.05051 -18.28844 -0.34968 -0.57 -0.21 0.22
H -0.37028 -20.70910 -1.15238 -0.05 0.00 -0.33
H 1.32907 -21.00196 -0.93801 -0.13 -0.06 0.27
H 1.96952 -19.64805 -2.91059 0.19 -0.36 0.54
H 0.55512 -18.71258 -2.64198 -0.11 -0.04 -0.45
H 0.41500 -20.30634 -3.37307 -0.04 -0.13 0.14
C 3.30283 -22.59441 0.94819 -0.77 -0.95 -0.69
C 4.49479 -23.54970 0.95761 -0.37 0.91 0.66
C 5.22360 -23.36756 2.31520 -0.46 -0.78 -1.28
C 6.34281 -24.39735 2.35775 0.56 -0.24 0.81
P 7.17987 -24.29865 3.97361 -0.45 1.85 1.03
C 8.14735 -25.78688 4.26927 0.42 1.54 -0.73
C 9.26735 -25.77102 5.31815 0.09 -0.76 0.81
C 8.73872 -25.92272 6.73877 -0.53 -0.74 2.04
C 9.66136 -25.53908 7.91889 0.56 1.86 -0.52
C 8.22984 -22.81842 3.82493 0.80 -0.63 -0.63
C 8.81992 -22.22321 5.08121 0.50 0.14 1.37
C 9.89028 -21.12192 4.87292 -1.63 1.08 0.49
C 11.29027 -21.54730 4.53245 -0.03 -0.12 0.23
C 5.99751 -23.91285 5.31664 -0.73 -0.25 0.05
C 5.01598 -25.01187 5.82820 0.92 0.60 -1.38
C 4.24539 -24.57662 7.06452 0.19 -0.40 0.73
C 3.32562 -25.66228 7.66616 -0.18 0.27 -0.32
H 2.58623 -22.93962 0.19387 0.08 0.25 -0.18
H 3.60884 -21.58283 0.68867 -0.08 0.12 0.34
H 2.74409 -22.66166 1.88194 0.22 0.42 0.19
H 5.09183 -23.30002 0.07700 0.47 -0.06 0.28
H 4.18829 -24.58695 0.81021 -0.13 -0.02 0.24
H 4.51756 -23.45955 3.13904 -0.12 -0.30 -0.18
H 5.57050 -22.33831 2.41884 0.31 -0.07 -0.07
H 7.00017 -24.19191 1.50944 0.52 0.02 0.38
H 6.08240 -25.45402 2.23961 -0.71 0.16 -0.09
H 8.58495 -25.66166 3.26656 0.32 -1.31 -0.08
H 7.40912 -26.58532 4.33269 0.42 -0.40 -0.09
H 9.95417 -24.92605 5.27496 -0.37 0.30 -0.39
H 9.91226 -26.63395 5.13939 -0.03 -0.04 -0.24
H 8.46287 -26.95443 6.98140 -0.14 -0.20 -0.69
H 7.80184 -25.38196 6.90270 0.06 0.25 -0.24
H 9.29173 -25.55598 8.94591 -0.66 -0.90 -0.27
H 9.79620 -24.44950 7.85625 0.68 -0.28 -0.33
H 10.65374 -25.98768 7.93031 -0.08 -0.22 -0.27
H 7.68565 -22.07631 3.23621 -0.23 0.03 0.26
H 9.04490 -23.14410 3.16218 0.01 -0.06 -0.06
H 9.30986 -22.96661 5.72122 -0.08 -0.39 -0.26
H 7.99367 -21.89207 5.71614 0.08 0.52 -0.23
H 9.87861 -20.43018 5.72205 0.13 -0.52 0.31
H 9.49411 -20.41216 4.13703 0.21 -0.28 -0.48
H 11.20609 -22.29586 3.74049 0.73 0.35 -0.40
H 11.88611 -21.98397 5.33853 -0.51 -0.26 0.28
H 11.83713 -20.62681 4.32587 0.12 -0.29 -0.83
H 5.39873 -23.07479 4.94872 0.38 0.25 0.20
H 6.60933 -23.60462 6.16831 0.10 0.29 -0.15
H 5.67098 -25.88008 5.93570 -0.60 -0.42 0.63
H 4.33361 -25.20353 4.99565 -0.17 -0.31 0.12
H 3.62765 -23.69801 6.87185 0.18 0.04 -0.43
H 4.94647 -24.24859 7.83700 0.20 -0.07 -0.08
H 2.30499 -25.45112 7.34313 -0.08 -0.30 0.00
H 3.31560 -25.65242 8.75529 0.11 0.07 -0.01
H 3.58050 -26.67319 7.34904 0.10 0.03 -0.04
C 2.88780 -21.90512 13.81625 -0.26 0.25 0.32
C 2.66360 -20.54587 13.11628 0.19 -0.65 -0.35
C 3.97446 -19.86250 12.70095 0.40 -0.45 -0.39
C 3.99176 -18.88228 11.48263 -1.78 0.34 1.97
P 3.71484 -19.46610 9.80695 1.59 0.20 -1.00
C 5.37110 -19.89125 9.12300 -0.32 0.54 0.32
C 5.85086 -21.34165 9.19821 -0.07 0.38 -0.98
C 7.27690 -21.48878 8.66414 -0.08 -0.16 0.05
C 7.78106 -22.93313 8.76855 0.55 0.58 0.81
C 2.52736 -20.86055 9.75509 -0.39 -0.99 -0.02
C 2.35723 -21.57979 8.41324 1.16 0.00 -1.80
C 1.18131 -22.55593 8.24826 -0.64 0.87 2.36
C 1.00291 -23.50882 9.46021 0.60 -0.09 0.05
C 3.08381 -18.03428 8.79481 -0.66 -0.35 0.45
C 3.39173 -16.64398 9.32720 0.40 0.69 0.85
C 4.87402 -16.27813 9.47054 1.00 0.35 -0.31
C 5.11966 -15.23495 10.57262 -0.51 0.23 0.38
H 3.30030 -21.75607 14.81531 -0.06 0.00 0.04
H 3.54593 -22.63174 13.33669 0.08 0.35 -0.46
H 1.92143 -22.40051 13.91675 0.01 -0.01 0.21
H 2.13009 -19.90710 13.81968 -0.16 0.08 -0.14
H 2.00743 -20.73183 12.26451 0.00 0.22 0.03
H 4.72299 -20.63954 12.52922 0.11 0.00 0.07
H 4.29145 -19.30429 13.58185 0.36 0.14 -0.20
H 4.84031 -18.20803 11.58874 0.31 -0.29 -0.61
H 3.15274 -18.20662 11.70150 -0.11 0.05 -0.22
H 6.11760 -19.26908 9.62807 -0.29 0.14 0.31
H 5.28956 -19.39086 8.15413 0.36 -0.88 -0.50
H 5.20986 -21.93541 8.54302 -0.07 -0.28 0.38
H 5.81154 -21.67515 10.23755 -0.17 -0.24 -0.04
H 7.94177 -20.87861 9.27680 0.05 0.24 -0.26
H 7.33300 -21.12090 7.63829 -0.12 0.13 0.05
H 8.60976 -23.14993 8.09341 -0.50 0.17 -0.24
H 7.00355 -23.69633 8.72772 -0.01 -0.01 -0.25
H 8.25489 -22.99014 9.75313 -0.18 -0.46 0.10
H 1.54431 -20.55357 10.12546 0.11 0.39 0.04
H 2.84449 -21.66345 10.42726 0.30 0.46 0.45
H 3.27917 -22.10788 8.15680 0.06 0.09 0.33
H 2.30655 -20.84769 7.60144 -0.15 0.02 -0.03
H 1.16347 -23.13372 7.33008 0.27 0.40 -0.28
H 0.36663 -21.82573 8.30853 -0.68 -0.62 -0.58
H 1.96949 -23.89282 9.80310 0.09 0.02 -0.12
H 0.41187 -24.40240 9.26175 -0.18 0.18 -0.25
H 0.56560 -23.02472 10.33487 -0.09 0.16 -0.13
H 2.01061 -18.25284 8.84438 -0.18 0.40 -0.16
H 3.34209 -18.00477 7.73438 0.40 -0.98 0.05
H 2.93683 -16.46812 10.30696 -0.17 -0.24 -0.03
H 2.94091 -15.88424 8.68491 -0.18 -0.23 -0.17
H 5.31841 -15.99398 8.51369 -0.22 0.22 -0.07
H 5.51943 -17.12260 9.73384 -0.35 -0.24 0.11
H 4.50666 -15.60078 11.40317 0.50 0.15 0.50
H 4.80360 -14.19259 10.46568 -0.49 -0.23 -0.84
H 6.15924 -15.07994 10.86060 0.08 -0.70 0.01
C 8.47792 -17.56177 5.92053 2.35 1.54 -1.74
O 7.31064 -16.74019 5.82993 -1.38 0.32 1.22
O 9.45305 -16.87296 5.33194 -0.52 -1.61 1.08
C 8.78867 -17.90669 7.41654 0.56 1.55 1.00
F 9.72023 -17.10826 7.99787 -0.45 -0.47 -0.54
F 7.69502 -17.75231 8.25888 0.01 -0.72 -0.13
F 9.25344 -19.17410 7.58544 -0.42 0.07 -0.03
C 6.04835 -17.36585 5.77825 0.95 -0.78 -1.56
C 4.97083 -16.32232 5.66098 -0.76 0.64 1.36
H 4.07217 -16.52228 6.26229 -0.14 -0.63 -0.30
H 5.27441 -15.40235 6.17010 0.45 0.17 -0.59
H 4.65176 -16.13801 4.63836 0.18 0.24 0.00
H 5.89372 -18.15162 6.52516 -0.12 0.33 0.35
H 6.06926 -17.90698 4.81894 -0.33 -0.44 0.12
H 8.30355 -18.55806 5.46751 -0.65 -0.33 -0.14
N 4.50671 -20.84353 5.01031 0.42 2.24 0.47
O 5.71768 -20.65034 4.79464 -0.02 -1.06 -0.42
O 4.00393 -20.23334 5.98815 -0.58 -0.48 0.25
O 3.78460 -21.49191 4.23806 -0.14 -0.63 -0.07